1.
Formula: C10H21AlBN2O3
Source: the Open Molecules 2025 dataset
Level of theory: the ωB97M-V functional and the def2-TZVPD basis

Calculated values
**Lowest unoccupied orbital energy**: 3.3 eV
**HOMO**: -3.75 eV
**Gap between HOMO and LUMO**: 0.2605 Eh
**Total charge**: -1

Element x y z (Å)
C: 0.14577 -2.87884 3.56201
C: 0.37608 -2.37393 2.49050
C: 0.68657 -1.68358 1.24096
O: -0.28735 -2.15743 0.29884
Al: -0.51781 -0.72188 -0.75832
N: -2.20481 -0.65898 -1.59031
C: -3.36369 -0.22795 -0.79228
C: -3.15780 -0.32459 0.70187
B: 0.91329 -0.63802 -2.34462
O: 1.31051 -1.84955 -2.96650
N: 1.56822 0.58863 -2.89766
C: 0.64420 1.44635 -3.63121
C: 2.31286 1.31533 -1.89725
O: -0.01041 0.57777 0.40456
C: 0.75277 -0.10632 1.34426
C: 0.60015 0.40229 2.75875
C: 1.09729 1.85382 2.80672
H: -0.09950 -3.32956 4.46437
H: 1.63670 -2.09382 0.89528
H: -2.16346 -0.14347 -2.45450
H: -3.68363 0.76778 -1.09039
H: -4.20221 -0.88949 -1.03029
H: -2.70875 -1.25812 1.00468
H: -4.13821 -0.28410 1.16697
H: -2.62161 0.53208 1.07532
H: 1.95821 -2.28289 -2.40720
H: 1.07686 1.68587 -4.59936
H: 0.53362 2.39676 -3.11506
H: -0.31199 0.97237 -3.80998
H: 1.69783 2.02909 -1.34665
H: 2.76665 0.66107 -1.16312
H: 3.11527 1.87864 -2.36919
H: 1.79765 0.11557 1.07590
H: 1.23308 -0.15726 3.42436
H: -0.42939 0.33498 3.07828
H: 0.95949 2.24368 3.80755
H: 0.56143 2.41926 2.06202
H: 2.15616 1.83845 2.60070

Cartesian forces (eV/Å) of the 3 atoms listed first:
C 0.273 0.560 -1.475
C 0.070 0.027 1.262
C -1.293 -1.299 -0.777

Mulliken population analysis, charges in e, atoms 1 to 2:
1 C -0.14
2 C -1.05


2.
Formula: C10H21AlNO2
Source: the Open Molecules 2025 dataset
Level of theory: the ωB97M-V functional and the def2-TZVPD basis

Calculated values
**Energy relative to the best compared isomer or geometry (same formula, charge and spin)**: 0.0 kcal per mole
**Lowest unoccupied orbital energy**: -5.9 eV
**HOMO**: -13.23 eV
**Gap between HOMO and LUMO**: 0.2688 Eh
**Total charge**: +1

Element x y z (Å)
Al: -0.36962 -2.41397 1.18156
C: 2.52989 -0.17089 1.80068
C: 1.69162 -0.79796 2.97485
C: 1.09340 0.31050 3.84135
O: 0.70320 -1.68613 2.58025
H: 1.86549 0.19434 1.01756
H: 3.25647 -0.90256 1.44736
H: 3.04449 0.73589 2.11856
H: 2.45055 -1.21364 3.63768
H: 1.85424 1.03070 4.14222
H: 0.84297 -0.11335 4.81384
H: 0.14225 0.67951 3.45763
C: -2.96108 -1.21299 -1.30850
C: -1.70147 -2.09750 -1.68626
C: -0.72310 -1.18202 -2.50041
O: -1.09244 -2.77704 -0.58207
H: -3.59612 -1.68601 -0.55945
H: -3.51901 -1.03692 -2.22818
H: -2.65002 -0.24195 -0.92322
H: -2.03236 -2.82518 -2.42728
H: 0.03807 -1.65502 -3.12089
H: -0.18876 -0.49376 -1.84551
H: -1.32164 -0.72363 -3.28764
C: 0.34758 2.78986 -2.20430
C: -0.09630 1.49918 -1.55670
C: 0.09848 1.37874 -0.00514
C: -0.35822 0.13668 0.58612
N: -0.66858 -0.91004 0.99897
H: 0.78626 2.60829 -3.18547
H: 0.95632 3.47074 -1.60938
H: -0.47737 3.49934 -2.26916
H: 0.53930 0.73400 -2.00236
H: -1.06501 1.19039 -1.94956
H: -0.51526 2.21719 0.32411
H: 1.09574 1.66511 0.32889

Cartesian forces (eV/Å) of the 3 atoms listed first:
Al 2.859 -8.008 -0.499
C -0.881 -0.401 0.464
C 1.828 1.851 -0.107

Mulliken population analysis, charges in e, atoms 1 to 2:
1 Al 0.44
2 C -0.94


3.
Formula: C10H21BCl4IN7O4P
Source: the Open Molecules 2025 dataset
Level of theory: the ωB97M-V functional and the def2-TZVPD basis

Calculated values
**Energy relative to the best compared isomer or geometry (same formula, charge and spin)**: 9.4 kcal per mole
**Lowest unoccupied orbital energy**: -4.4 eV
**HOMO**: -12.19 eV
**Gap between HOMO and LUMO**: 0.2846 Eh
**Total charge**: +1

Element x y z (Å)
N: -2.85147 2.59667 -2.57656
C: -1.80060 1.80729 -1.88698
C: -0.55992 1.79198 -2.76480
C: 0.66878 1.06255 -2.15981
C: 0.26639 -0.27800 -1.61287
N: 0.14864 -1.18977 -2.54594
N: -0.28436 -2.38783 -2.14152
B: -0.39018 -3.42379 -3.29787
N: 0.65221 -4.34939 -3.50598
O: -1.51476 -3.33847 -4.04257
C: -0.60971 -2.69561 -0.90446
I: -1.38288 -4.62211 -0.55230
C: -0.47807 -1.75809 0.14531
P: -0.97346 -2.20736 1.85488
O: -0.69226 -3.58789 2.20289
O: -2.55515 -1.93858 1.85634
O: -0.40088 -1.19972 2.93761
C: 0.00513 -0.50477 -0.23205
C: 0.24985 0.55009 0.78219
C: 1.68066 0.35288 1.41472
N: 1.93885 -1.06719 1.64576
N: 2.76111 0.80956 0.53174
N: 1.79264 1.12157 2.64366
H: -3.65588 2.00630 -2.73276
H: -3.16625 3.35457 -1.98812
H: -1.61997 2.27966 -0.92342
H: -2.19617 0.80289 -1.72720
H: -0.82300 1.36945 -3.72986
H: -0.29818 2.83354 -2.92031
H: 1.36332 0.90595 -2.97891
H: 1.10624 1.70956 -1.41796
H: 1.41784 -4.28343 -2.84713
H: 0.35062 -5.31442 -3.53490
H: -1.27294 -3.41131 -4.97374
H: -2.78932 -1.19711 1.28367
H: -1.08498 -0.97835 3.58219
H: -0.49641 0.48969 1.55860
H: 0.15565 1.54733 0.37618
H: 1.99717 -1.21053 2.64249
H: 2.81199 -1.32722 1.21189
H: 2.63705 1.79188 0.31591
H: 2.74939 0.29699 -0.34205
H: 0.90392 1.52685 2.92012
H: 2.46010 1.86191 2.48155
C: 0.76114 3.88464 5.19914
Cl: 2.13671 4.39051 4.21093
Cl: -0.40148 3.00733 4.17392
Cl: 1.31279 2.82057 6.48701
Cl: -0.02987 5.29873 5.88133

Cartesian forces (eV/Å) of the 3 atoms listed first:
N 0.162 -0.382 0.287
C -0.777 0.530 -0.567
C 0.105 -0.025 0.507

Mulliken population analysis, charges in e, atoms 1 to 2:
1 N -0.71
2 C -0.04


4.
Formula: C10H21Cl4N3O3
Source: the Open Molecules 2025 dataset
Level of theory: the ωB97M-V functional and the def2-TZVPD basis

Calculated values
**Energy relative to the best compared isomer or geometry (same formula, charge and spin)**: 341.6 kcal per mole
**Lowest unoccupied orbital energy**: 0.1 eV
**HOMO**: -7.37 eV
**Gap between HOMO and LUMO**: 0.2755 Eh

Element x y z (Å)
C: -2.71447 0.43007 1.25820
O: -3.33552 0.33585 0.18873
N: -1.96369 -0.49150 1.90261
C: -1.35176 -0.26525 3.17261
C: -1.63129 -1.78010 1.29573
H: -2.65805 1.39682 1.78204
H: -1.53379 -1.14210 3.79399
H: -1.59139 0.69025 3.63919
H: -0.28777 -0.16127 2.95993
H: -1.61206 -2.58399 2.03161
H: -2.29249 -2.02411 0.46423
H: -0.62044 -1.60423 0.92785
C: 0.00202 0.68463 -2.65833
O: 0.35253 0.57942 -3.81438
N: -0.69671 -0.27189 -2.02405
C: -1.34668 0.05481 -0.70715
C: -1.00387 -1.62807 -2.51964
H: 0.22615 1.57692 -2.05352
H: -0.69473 -0.44773 0.00735
H: -2.41174 -0.17295 -0.66394
H: -1.44033 1.11205 -0.45902
H: -0.36243 -1.98470 -3.32554
H: -0.76712 -2.25197 -1.65778
H: -2.06127 -1.76924 -2.74338
C: 0.75206 2.01731 0.28378
O: -0.19881 1.28895 -0.02572
N: 1.93349 1.92990 -0.33993
C: 2.97402 2.79055 0.07548
C: 2.22768 0.87528 -1.29733
H: 0.71126 2.77675 1.07989
H: 3.85908 2.17625 0.24104
H: 2.85471 3.34413 1.00682
H: 3.19361 3.45282 -0.76195
H: 3.03841 0.25328 -0.91794
H: 1.41206 0.15921 -1.39778
H: 2.40045 1.20156 -2.32289
C: 1.34457 -2.09936 0.75437
Cl: -0.04465 -3.05569 0.13380
Cl: 1.38932 -2.18724 2.50450
Cl: 2.80819 -2.85253 0.02958
Cl: 1.14143 -0.35289 0.15694

Cartesian forces (eV/Å) of the 3 atoms listed first:
C -1.042 0.728 0.401
O -3.232 0.529 4.618
N -2.494 -0.540 -0.673

Mulliken population analysis, charges in e, atoms 1 to 2:
1 C 0.04
2 O -0.55


5.
Formula: C10H21ClF3O5P2SY
Source: the Open Molecules 2025 dataset
Level of theory: the ωB97M-V functional and the def2-TZVPD basis

Calculated values
**Lowest unoccupied orbital energy**: -7.9 eV
**HOMO**: -16.63 eV
**Gap between HOMO and LUMO**: 0.3210 Eh
**Total charge**: +2

Element x y z (Å)
C: -1.41561 4.75813 -1.36178
C: -1.24014 3.30934 -1.13259
H: -2.38437 4.95698 -1.83557
H: -0.60312 5.12122 -2.01049
H: -1.36620 5.28731 -0.39775
O: -1.89114 2.34690 -1.46562
Cl: 0.36775 2.97521 -0.11085
Y: 0.40799 0.33828 0.27842
P: 0.98690 -0.22538 -2.39336
C: 0.37267 -1.53830 -3.47047
C: 0.86253 1.13524 -3.58780
H: 1.39677 0.88005 -4.51242
H: 3.16696 -0.67204 -3.38942
H: 1.25486 2.06044 -3.15439
H: 3.31192 0.10391 -1.77352
H: -0.69360 -1.35778 -3.64773
H: -0.20169 1.29276 -3.80294
C: 2.76842 -0.64266 -2.36820
H: 0.91695 -1.52074 -4.42384
H: 2.91076 -1.61433 -1.87722
H: 0.48233 -2.51012 -2.98420
P: -1.17275 0.32043 2.53839
C: -2.40476 -0.94512 2.92779
C: -0.03183 0.03721 3.93659
H: -1.46600 2.69342 2.74351
H: -2.34941 1.80484 4.04084
H: -2.98175 1.84565 2.35274
C: -2.08355 1.82307 2.97797
H: 0.86378 0.65916 3.81724
H: -0.54422 0.28901 4.87039
H: -2.73971 -0.80225 3.96454
H: -1.95488 -1.93411 2.79257
H: 0.27951 -1.01358 3.93487
H: -3.23829 -0.82414 2.22696
C: -1.10267 -1.38484 -0.24043
O: -1.86107 -2.22437 -0.46509
F: 1.72082 -5.00517 0.51276
C: 1.83341 -3.69788 0.24292
F: 3.07515 -3.44347 -0.25691
F: 0.91832 -3.37852 -0.72452
S: 1.50502 -2.55895 1.66734
O: 0.08892 -2.73514 1.92208
O: 2.49829 -2.79539 2.67188
O: 1.73673 -1.21430 0.96733

Cartesian forces (eV/Å) of the 3 atoms listed first:
C 0.159 0.425 0.235
C -2.901 -2.672 -1.651
H 0.231 -0.317 0.075

Mulliken population analysis, charges in e, atoms 1 to 2:
1 C -1.06
2 C 0.93


6.
Formula: C10H21ClGdNO2P2
Source: the Open Molecules 2025 dataset
Level of theory: the ωB97M-V functional and the def2-TZVPD basis

Calculated values
**Energy relative to the best compared isomer or geometry (same formula, charge and spin)**: 0.0 kcal per mole
**Lowest unoccupied orbital energy (spin up / spin down)**: -7.8 / -10.0 eV
**2S+1**: 8
**HOMO (spin up / spin down)**: -16.15 / -15.64 eV
**Gap between HOMO and LUMO (spin up / spin down)**: 0.3074 / 0.2074 Eh
**Total charge**: +2

Element x y z (Å)
C: 1.47248 -2.37313 -4.85514
C: 0.77523 -2.01832 -3.56538
H: 1.27455 -1.57865 -5.58395
H: 1.09861 -3.32466 -5.26206
H: 2.55902 -2.44232 -4.69654
O: 0.11211 -1.03656 -3.32439
Cl: 1.04371 -3.24625 -2.29152
Gd: -0.04442 0.05585 0.69256
P: -2.48792 -0.62473 0.54681
C: -3.91219 0.44606 0.42395
C: -2.41190 -1.68300 -0.97411
H: -3.34939 -2.25889 -1.03494
H: -3.66208 -2.39685 1.72180
H: -1.54441 -2.37004 -0.97014
H: -1.87290 -2.50912 2.01061
H: -3.76083 1.13193 -0.43310
H: -2.28103 -1.04946 -1.86893
C: -2.74068 -1.82613 1.92449
H: -4.82346 -0.17827 0.29200
H: -2.81503 -1.25211 2.86443
H: -3.95877 1.05282 1.34906
P: 2.04847 1.43152 1.13077
C: 2.18832 3.21132 1.21814
C: 2.81281 0.69524 2.63845
H: 3.07075 -0.27315 -0.35880
H: 4.14971 1.14828 -0.06622
H: 2.75030 1.25941 -1.21228
C: 3.11455 0.82908 -0.26190
H: 2.75211 -0.41035 2.60717
H: 3.86524 1.01902 2.69142
H: 3.25842 3.48543 1.34608
H: 1.57019 3.55615 2.06857
H: 2.23432 1.04022 3.51159
H: 1.76745 3.64183 0.28793
C: -1.07893 2.33897 0.49237
O: -1.55036 3.36141 0.65988
N: -1.00061 1.92082 3.57138
C: -0.62341 1.22664 2.70994

Cartesian forces (eV/Å) of the 3 atoms listed first:
C -0.213 0.397 -0.173
C -0.507 1.146 -0.397
H 0.008 -0.175 0.214

Mulliken population analysis, charges in e, atoms 1 to 2:
1 C -1.01
2 C 0.72


no.,E_tot (a.u.)
1,-996.2463
2,-840.9160
3,-3582.5095
4,-2623.8266
5,-2648.3822
6,-2506.7807